1.
C35H50IrN5OS2Si as an isolated structure. Source: the Open Molecules 2025 dataset; level of theory: wB97M-V/def2-TZVPD.

The gap between HOMO and LUMO (alpha / beta) comes out at 5.6 / 5.7 eV. Its energy relative to the best compared isomer or geometry (same formula, charge and spin) is 6.5 kcal/mol. Its total energy is -78991.1321 eV. The multiplicity is 5. For the LUMO energy (alpha / beta), the calculation gives 0.35 / -1.74 eV. As for the total charge: 0.

Element x y z (Å)
Ir (0.094, 0.592, -0.296)
N (-3.546, 0.497, 2.171)
C (-2.477, 0.217, 1.358)
S (-1.321, 1.526, 1.155)
N (-2.412, -0.922, 0.762)
N (-1.340, -0.995, -0.095)
C (-1.247, -2.080, -0.850)
C (-0.276, -2.066, -1.860)
C (-0.150, -3.101, -2.824)
C (0.751, -2.990, -3.835)
C (1.569, -1.837, -3.900)
C (1.419, -0.882, -2.932)
N (0.537, -0.955, -1.918)
H (-3.451, 1.250, 2.827)
H (-4.090, -0.299, 2.462)
H (-1.957, -2.889, -0.729)
H (-0.793, -3.967, -2.735)
H (0.842, -3.771, -4.579)
H (2.306, -1.704, -4.678)
H (2.046, -0.002, -2.945)
C (0.574, 2.185, -3.358)
Si (-0.669, 2.205, -1.917)
C (-0.610, 4.078, -1.339)
C (-1.638, 4.521, -0.292)
C (-0.759, 5.067, -2.510)
C (0.784, 4.317, -0.742)
C (-2.350, 1.716, -2.720)
C (-2.229, 0.330, -3.369)
C (-3.504, 1.646, -1.716)
C (-2.737, 2.712, -3.822)
H (0.412, 3.032, -4.024)
H (0.455, 1.283, -3.955)
H (1.617, 2.224, -3.042)
H (-2.661, 4.428, -0.660)
H (-1.470, 5.579, -0.060)
H (-1.573, 3.965, 0.639)
H (-1.787, 5.143, -2.860)
H (-0.127, 4.838, -3.367)
H (-0.470, 6.063, -2.158)
H (0.999, 3.633, 0.084)
H (0.850, 5.336, -0.345)
H (1.563, 4.222, -1.503)
H (-2.034, -0.444, -2.628)
H (-1.451, 0.278, -4.131)
H (-3.179, 0.086, -3.857)
H (-3.329, 0.890, -0.952)
H (-4.425, 1.373, -2.243)
H (-3.682, 2.598, -1.214)
H (-1.932, 2.900, -4.535)
H (-3.064, 3.668, -3.417)
H (-3.580, 2.299, -4.386)
S (4.777, 1.323, -1.196)
C (3.121, 1.605, -0.849)
N (2.410, 0.579, -0.511)
C (3.211, -0.566, -0.465)
C (2.789, -1.834, -0.060)
C (3.706, -2.859, -0.071)
C (5.034, -2.643, -0.470)
C (5.469, -1.392, -0.845)
C (4.540, -0.350, -0.828)
H (2.706, 2.599, -0.918)
H (1.767, -1.991, 0.249)
H (3.397, -3.851, 0.232)
H (5.730, -3.471, -0.474)
H (6.496, -1.220, -1.137)
C (0.457, -3.023, 2.377)
C (0.146, -2.530, 3.785)
C (-1.311, -2.063, 3.887)
C (1.034, -1.445, 4.343)
C (1.259, -1.431, 5.701)
C (2.012, -0.435, 6.312)
C (2.598, 0.581, 5.555)
C (2.434, 0.640, 4.196)
C (3.144, 1.702, 3.395)
C (4.224, 1.074, 2.511)
C (2.203, 2.598, 2.591)
C (1.601, -0.371, 3.529)
O (1.406, -0.296, 2.296)
H (-0.151, -3.907, 2.173)
H (1.507, -3.299, 2.268)
H (0.213, -2.270, 1.633)
H (0.276, -3.380, 4.466)
H (-1.445, -1.139, 3.329)
H (-1.595, -1.886, 4.925)
H (-1.983, -2.808, 3.459)
H (0.831, -2.218, 6.311)
H (2.156, -0.454, 7.385)
H (3.203, 1.331, 6.051)
H (3.652, 2.335, 4.132)
H (3.787, 0.357, 1.819)
H (4.970, 0.552, 3.112)
H (4.735, 1.847, 1.934)
H (1.677, 2.028, 1.826)
H (2.776, 3.393, 2.108)
H (1.452, 3.064, 3.231)

These are the Löwdin partial charges, in e, on atoms 1 to 4: Ir 0.911; N 0.067; C -0.851; S 0.638

***

2.
A 6-piece molecular cluster, C35H50N10O4PS2 overall. Source: the Open Molecules 2025 dataset; level of theory: wB97M-V/def2-TZVPD.

The gap between HOMO and LUMO comes out at 4.2 eV. Its total energy is -91133.5426 eV. For the LUMO energy, the calculation gives -4.42 eV. As for the total charge: +1.

Element x y z (Å)
C (-4.514, 6.083, -1.213)
C (-5.631, 5.001, -1.750)
O (-5.136, 3.943, -2.451)
N (-7.121, 5.049, -1.495)
C (-7.601, 6.412, -1.048)
C (-8.505, 6.711, 0.313)
O (-7.338, 7.512, -1.808)
N (-7.566, 4.022, -0.677)
C (-7.075, 3.475, 0.644)
C (-5.781, 4.007, 1.498)
C (-5.745, 3.240, 2.947)
C (-4.816, 1.855, 2.908)
S (-3.009, 2.183, 2.526)
C (-2.077, 0.562, 2.185)
S (-3.013, -0.841, 1.973)
N (-0.569, 0.659, 2.108)
C (0.094, -0.684, 1.870)
C (0.053, -1.206, 0.313)
O (-0.737, -0.357, -0.600)
C (-0.341, 1.061, -0.503)
C (-0.094, 1.604, 1.025)
N (-8.043, 2.366, 1.035)
C (-9.121, 2.236, -0.022)
P (-10.594, 1.021, 0.047)
N (-11.084, 0.459, -1.393)
C (-8.826, 3.340, -1.202)
O (-9.550, 3.655, -2.457)
H (-4.826, 6.505, -0.142)
H (-4.511, 7.043, -1.922)
H (-3.404, 5.680, -1.237)
H (-8.465, 5.850, 1.104)
H (-8.124, 7.691, 0.838)
H (-9.644, 6.785, -0.037)
H (-5.900, 5.191, 1.581)
H (-4.812, 3.773, 0.841)
H (-5.266, 3.959, 3.740)
H (-6.838, 2.989, 3.307)
H (-5.282, 1.020, 2.231)
H (-4.851, 1.428, 4.022)
H (-0.278, -1.538, 2.607)
H (1.247, -0.530, 2.139)
H (1.136, -1.410, -0.110)
H (-0.488, -2.270, 0.318)
H (-1.244, 1.683, -0.975)
H (0.625, 1.309, -1.138)
H (1.073, 1.715, 1.160)
H (-0.552, 2.685, 1.085)
H (-8.054, 1.764, 1.889)
H (-11.685, 1.743, 0.709)
H (-10.202, -0.047, 0.974)
H (-12.076, 0.793, -1.480)
H (-8.989, 3.195, -3.174)
N (1.519, -2.188, -2.733)
C (1.423, -2.164, -4.100)
C (2.641, -2.543, -4.619)
C (3.500, -2.811, -3.527)
C (2.780, -2.587, -2.374)
H (0.775, -1.951, -2.090)
H (0.499, -1.878, -4.586)
H (2.884, -2.619, -5.671)
H (4.532, -3.134, -3.575)
H (3.057, -2.676, -1.332)
N (2.655, 4.316, 1.094)
C (3.937, 3.877, 1.302)
C (4.611, 3.947, 0.104)
C (3.706, 4.452, -0.860)
C (2.507, 4.674, -0.221)
H (1.932, 4.368, 1.800)
H (4.258, 3.551, 2.282)
H (5.643, 3.667, -0.059)
H (3.907, 4.635, -1.908)
H (1.562, 5.053, -0.588)
N (7.192, -4.402, -2.452)
C (8.258, -3.574, -2.221)
C (8.211, -3.176, -0.903)
C (7.079, -3.792, -0.318)
C (6.470, -4.545, -1.296)
H (6.972, -4.841, -3.337)
H (8.957, -3.337, -3.012)
H (8.916, -2.515, -0.416)
H (6.744, -3.696, 0.707)
H (5.586, -5.169, -1.269)
N (9.845, -6.505, 1.384)
C (9.871, -5.547, 0.404)
C (11.081, -4.894, 0.478)
C (11.813, -5.482, 1.538)
C (11.027, -6.476, 2.078)
H (9.074, -7.134, 1.567)
H (9.028, -5.412, -0.260)
H (11.402, -4.083, -0.162)
H (12.806, -5.211, 1.870)
H (11.207, -7.162, 2.894)
N (1.829, -6.069, 2.031)
C (1.906, -5.155, 1.013)
C (2.862, -5.590, 0.123)
C (3.376, -6.811, 0.619)
C (2.718, -7.085, 1.797)
H (1.212, -6.005, 2.831)
H (1.276, -4.276, 1.010)
H (3.157, -5.082, -0.786)
H (4.143, -7.426, 0.165)
H (2.807, -7.914, 2.487)

These are the Löwdin partial charges, in e, on atoms 1 to 4: C -0.028; C -0.223; O -0.007; N 0.017

***

3.
C35H51N4O4RuS3Si as an isolated structure. Source: the Open Molecules 2025 dataset; level of theory: wB97M-V/def2-TZVPD.

The gap between HOMO and LUMO (alpha / beta) comes out at 8.4 / 6.9 eV. Its energy relative to the best compared isomer or geometry (same formula, charge and spin) is 25.3 kcal/mol. Its total energy is -94230.9791 eV. The multiplicity is 6. For the LUMO energy (alpha / beta), the calculation gives -5.17 / -6.88 eV. As for the total charge: +2.

Element x y z (Å)
Ru (-0.446, -0.634, -0.715)
C (1.977, 2.014, 2.176)
C (1.449, 0.915, 1.491)
N (0.286, 0.951, 0.876)
C (-0.436, 2.090, 0.893)
C (0.042, 3.267, 1.510)
C (1.280, 3.198, 2.171)
C (-0.732, 4.463, 1.452)
C (-1.935, 4.484, 0.831)
C (-2.483, 3.301, 0.261)
C (-3.755, 3.255, -0.335)
C (-4.231, 2.065, -0.829)
C (-3.433, 0.920, -0.725)
N (-2.227, 0.949, -0.203)
C (-1.738, 2.099, 0.288)
H (2.916, 1.920, 2.695)
H (1.996, -0.017, 1.438)
H (1.659, 4.076, 2.673)
H (-0.334, 5.348, 1.923)
H (-2.518, 5.391, 0.775)
H (-4.351, 4.156, -0.380)
H (-5.206, 2.007, -1.288)
H (-3.791, -0.045, -1.052)
C (-6.426, -3.267, 1.583)
C (-5.490, -2.146, 2.008)
C (-5.275, -2.126, 3.518)
C (-6.001, -0.799, 1.504)
O (-4.186, -2.355, 1.437)
Si (-3.648, -3.105, 0.145)
S (-1.563, -2.387, 0.257)
O (-4.252, -2.487, -1.202)
C (-4.117, -2.706, -2.612)
C (-5.400, -2.146, -3.229)
C (-2.899, -1.919, -3.109)
C (-3.944, -4.187, -2.919)
O (-3.515, -4.691, 0.097)
C (-2.858, -5.721, 0.851)
C (-3.813, -6.911, 0.873)
C (-1.565, -6.066, 0.114)
C (-2.552, -5.240, 2.263)
H (-7.416, -3.111, 2.001)
H (-6.044, -4.224, 1.929)
H (-6.498, -3.294, 0.498)
H (-6.207, -1.902, 4.027)
H (-4.539, -1.366, 3.770)
H (-4.911, -3.091, 3.861)
H (-7.001, -0.612, 1.884)
H (-6.026, -0.804, 0.417)
H (-5.339, -0.005, 1.842)
H (-5.498, -1.093, -2.976)
H (-6.264, -2.671, -2.832)
H (-5.383, -2.246, -4.310)
H (-3.117, -0.854, -3.162)
H (-2.612, -2.262, -4.099)
H (-2.051, -2.071, -2.425)
H (-4.701, -4.771, -2.406)
H (-2.970, -4.526, -2.578)
H (-4.021, -4.350, -3.989)
H (-4.126, -7.153, -0.138)
H (-4.696, -6.675, 1.461)
H (-3.328, -7.778, 1.313)
H (-1.789, -6.442, -0.879)
H (-1.019, -6.824, 0.665)
H (-0.942, -5.178, 0.024)
H (-3.468, -4.968, 2.782)
H (-1.902, -4.368, 2.225)
H (-2.059, -6.036, 2.814)
C (1.756, -3.349, -2.235)
S (2.738, -2.289, -1.101)
O (1.883, -1.057, -0.997)
C (2.390, -3.300, 0.368)
C (3.101, -4.478, 0.522)
C (2.810, -5.307, 1.592)
C (1.815, -4.954, 2.492)
C (1.138, -3.756, 2.347)
C (1.436, -2.913, 1.289)
H (1.969, -4.394, -2.048)
H (2.019, -3.107, -3.261)
H (0.699, -3.131, -2.039)
H (3.868, -4.747, -0.186)
H (3.362, -6.224, 1.724)
H (1.577, -5.614, 3.312)
H (0.381, -3.469, 3.058)
H (0.909, -1.968, 1.178)
S (-0.668, 0.667, -2.884)
C (0.778, 0.948, -3.755)
N (1.562, -0.063, -4.105)
C (2.726, 0.113, -4.959)
C (2.485, 1.312, -5.871)
C (2.168, 2.522, -5.002)
N (1.052, 2.186, -4.136)
H (1.277, -0.990, -3.823)
H (2.876, -0.797, -5.540)
H (3.611, 0.281, -4.337)
H (1.638, 1.104, -6.527)
H (3.358, 1.508, -6.488)
H (1.889, 3.385, -5.606)
H (3.041, 2.791, -4.396)
H (0.403, 2.912, -3.868)

These are the Löwdin partial charges, in e, on atoms 1 to 4: Ru 0.982; C -0.007; C -0.105; N 0.027

***

4.
C35H51N6O3ReS2 as an isolated structure. Source: the Open Molecules 2025 dataset; level of theory: wB97M-V/def2-TZVPD.

The gap between HOMO and LUMO (alpha / beta) comes out at 7.3 / 6.3 eV. Its energy relative to the best compared isomer or geometry (same formula, charge and spin) is 0.0 kcal/mol. Its total energy is -75984.4161 eV. The multiplicity is 2. For the LUMO energy (alpha / beta), the calculation gives -8.79 / -9.77 eV. As for the total charge: +3.

Element x y z (Å)
Re (1.513, -0.233, 0.271)
C (2.516, 2.619, 3.437)
C (2.507, 1.626, 2.333)
N (1.449, 1.214, 1.716)
N (0.191, 1.529, 2.217)
C (-0.677, 0.673, 1.789)
O (-0.363, -0.337, 0.953)
C (-2.062, 0.711, 2.270)
C (-2.584, 1.890, 2.802)
C (-3.877, 1.906, 3.294)
C (-4.645, 0.747, 3.277)
C (-4.124, -0.432, 2.760)
C (-2.837, -0.450, 2.246)
C (3.715, 0.873, 1.944)
C (4.968, 1.115, 2.471)
C (6.004, 0.229, 2.189)
C (5.740, -0.893, 1.425)
C (4.460, -1.075, 0.920)
N (3.489, -0.196, 1.139)
H (1.509, 2.958, 3.656)
H (2.963, 2.190, 4.335)
H (3.126, 3.480, 3.151)
H (-1.977, 2.785, 2.817)
H (-4.289, 2.822, 3.696)
H (-5.651, 0.763, 3.673)
H (-4.723, -1.333, 2.755)
H (-2.429, -1.370, 1.841)
H (5.130, 1.972, 3.109)
H (6.995, 0.404, 2.588)
H (6.506, -1.627, 1.218)
H (4.202, -1.944, 0.331)
O (3.043, 0.926, -1.007)
C (3.954, 0.724, -2.138)
C (3.892, -0.713, -2.561)
C (2.503, -1.087, -3.107)
C (1.776, -2.171, -2.371)
C (1.565, -3.389, -3.006)
C (0.795, -4.374, -2.419)
C (0.195, -4.094, -1.201)
C (0.452, -2.879, -0.612)
N (1.270, -1.938, -1.136)
H (2.856, 1.871, -0.935)
H (4.948, 1.022, -1.807)
H (3.625, 1.383, -2.943)
H (4.177, -1.363, -1.732)
H (4.656, -0.862, -3.325)
H (2.592, -1.405, -4.144)
H (1.862, -0.201, -3.112)
H (2.003, -3.546, -3.982)
H (0.642, -5.323, -2.915)
H (-0.466, -4.798, -0.715)
H (-0.035, -2.621, 0.315)
O (1.687, -1.602, 1.879)
S (0.559, -2.320, 2.704)
C (1.425, -3.719, 3.424)
C (0.807, -3.821, 4.814)
C (0.841, -2.406, 5.399)
C (0.433, -1.426, 4.285)
H (2.479, -3.442, 3.457)
H (1.280, -4.589, 2.788)
H (1.367, -4.533, 5.419)
H (-0.218, -4.194, 4.750)
H (1.846, -2.168, 5.746)
H (0.171, -2.313, 6.251)
H (1.095, -0.566, 4.181)
H (-0.593, -1.071, 4.370)
C (-3.541, 3.139, -4.416)
C (-2.289, 3.985, -4.621)
C (-1.088, 3.564, -3.776)
C (-0.624, 2.132, -4.033)
N (-1.370, 1.121, -3.262)
C (-1.047, 0.595, -2.095)
S (0.405, 1.238, -1.333)
N (-1.778, -0.337, -1.518)
C (-2.986, -0.974, -2.070)
C (-4.285, -0.564, -1.387)
C (-4.762, 0.865, -1.632)
C (-3.990, 1.944, -0.876)
H (-4.398, 3.591, -4.912)
H (-3.786, 3.041, -3.357)
H (-3.437, 2.138, -4.850)
H (-2.515, 5.029, -4.401)
H (-2.000, 3.956, -5.675)
H (-1.297, 3.686, -2.708)
H (-0.252, 4.227, -4.007)
H (0.430, 2.005, -3.796)
H (-0.754, 1.870, -5.084)
H (-2.288, 0.898, -3.622)
H (-1.497, -0.603, -0.580)
H (-2.837, -2.051, -1.973)
H (-3.037, -0.777, -3.141)
H (-4.199, -0.743, -0.312)
H (-5.042, -1.262, -1.752)
H (-5.807, 0.917, -1.323)
H (-4.768, 1.073, -2.707)
H (-3.917, 1.692, 0.185)
H (-4.502, 2.903, -0.951)
H (-2.977, 2.096, -1.255)

These are the Löwdin partial charges, in e, on atoms 1 to 4: Re 1.509; C 0.022; C -0.211; N -0.107

***

5.
C35H52AsGdOP3Se as an isolated structure. Source: the Open Molecules 2025 dataset; level of theory: wB97M-V/def2-TZVPD.

The gap between HOMO and LUMO (alpha / beta) comes out at 5.7 / 3.5 eV. Its energy relative to the best compared isomer or geometry (same formula, charge and spin) is 0.0 kcal/mol. Its total energy is -214047.3363 eV. The multiplicity is 8. For the LUMO energy (alpha / beta), the calculation gives -9.28 / -11.41 eV. As for the total charge: +3.

Element x y z (Å)
Gd (0.594, 0.254, -0.670)
P (-1.450, 2.157, -1.522)
P (0.387, -1.482, -2.959)
P (1.801, 1.945, -2.595)
H (2.739, 0.437, 1.417)
C (2.592, 1.331, 0.787)
C (1.545, 2.198, 1.051)
H (0.827, 2.003, 1.857)
C (-2.993, 2.116, -0.534)
C (-2.197, 1.999, -3.197)
C (-1.160, 3.965, -1.473)
C (1.846, -2.591, -3.044)
C (-1.017, -2.607, -2.616)
C (0.154, -0.898, -4.680)
C (2.542, 3.507, -1.972)
C (1.078, 2.577, -4.160)
C (3.310, 1.120, -3.261)
H (3.479, 1.630, 0.223)
H (1.582, 3.255, 0.757)
H (-2.778, 2.282, 0.530)
H (-3.496, 1.149, -0.625)
H (-3.683, 2.894, -0.880)
H (-2.526, 0.968, -3.360)
H (-1.481, 2.264, -3.988)
H (-3.061, 2.672, -3.263)
H (-0.757, 4.241, -0.493)
H (-2.120, 4.474, -1.624)
H (-0.454, 4.295, -2.250)
H (1.745, -3.432, -3.733)
H (2.022, -2.998, -2.038)
H (2.712, -1.993, -3.377)
H (-0.954, -3.568, -3.144)
H (-1.955, -2.123, -2.915)
H (-1.031, -2.833, -1.541)
H (-0.012, -1.719, -5.405)
H (1.061, -0.361, -5.006)
H (-0.733, -0.248, -4.712)
H (3.228, 3.870, -2.749)
H (3.085, 3.326, -1.034)
H (1.753, 4.251, -1.780)
H (1.886, 3.015, -4.755)
H (0.322, 3.350, -3.962)
H (0.605, 1.759, -4.723)
H (3.916, 1.899, -3.752)
H (3.027, 0.336, -3.984)
H (3.883, 0.633, -2.448)
C (5.816, -1.119, 0.420)
C (5.638, -0.204, 1.459)
C (6.705, 0.131, 2.303)
C (7.962, -0.477, 2.151)
C (8.137, -1.454, 1.138)
C (7.074, -1.787, 0.274)
Se (4.334, -1.367, -0.816)
H (3.131, -0.771, -0.025)
H (4.664, 0.263, 1.582)
H (6.541, 0.877, 3.080)
H (8.799, -0.200, 2.812)
H (9.115, -1.947, 1.027)
H (7.223, -2.546, -0.511)
O (-0.805, -0.415, 0.751)
As (-2.111, -0.995, 1.795)
C (-3.053, -2.336, 0.774)
C (-3.655, -1.994, -0.449)
C (-4.463, -2.933, -1.107)
C (-4.657, -4.205, -0.551)
C (-4.043, -4.550, 0.667)
C (-3.241, -3.610, 1.336)
C (-1.380, -1.464, 3.505)
C (-2.300, -1.915, 4.471)
C (-1.873, -2.060, 5.796)
C (-0.547, -1.769, 6.152)
C (0.350, -1.345, 5.169)
C (-0.045, -1.196, 3.836)
C (-3.322, 0.415, 2.245)
C (-4.689, 0.257, 1.958)
C (-5.608, 1.223, 2.388)
C (-5.176, 2.319, 3.153)
C (-3.816, 2.440, 3.482)
C (-2.891, 1.487, 3.038)
H (-3.486, -1.006, -0.890)
H (-4.932, -2.665, -2.059)
H (-5.282, -4.942, -1.074)
H (-4.185, -5.553, 1.098)
H (-2.763, -3.862, 2.293)
H (-3.340, -2.140, 4.204)
H (-2.577, -2.402, 6.553)
H (-0.216, -1.878, 7.191)
H (1.383, -1.123, 5.429)
H (0.643, -0.882, 3.050)
H (-5.039, -0.620, 1.406)
H (-6.671, 1.112, 2.145)
H (-5.897, 3.068, 3.515)
H (-3.475, 3.267, 4.109)
H (-1.840, 1.550, 3.326)

These are the Löwdin partial charges, in e, on atoms 1 to 4: Gd 1.039; P 0.759; P 0.755; P 0.684